No. 1
ORCA calculation (wB97M-V/def2-TZVPD) on a molecular structure, C11H7N2O6Ru.

Geometry as ORCA input:
```
! RIJCOSX wB97M-V def2-TZVPD def2/J DEFGRID3
* xyz 2 6
O 0.404 -4.407 -1.528
C 0.664 -3.290 -1.426
Ru 2.223 1.442 -1.005
C 1.722 3.056 -0.071
O 1.447 4.043 0.468
C 3.782 2.351 -1.671
O 4.720 2.895 -2.076
C 1.443 1.353 -2.733
O 1.008 1.317 -3.811
C 3.207 -0.173 -0.619
O 3.840 -1.121 -0.408
H 1.098 -1.850 -1.280
N -4.019 -1.462 1.452
C -3.023 -0.844 2.167
O -3.115 -0.626 3.370
C -1.835 -0.392 1.372
C -1.776 -0.388 -0.028
C -0.630 0.071 -0.678
N 0.415 0.596 -0.009
C 0.378 0.590 1.344
C -0.717 0.107 2.054
H -4.774 -1.854 1.993
H -3.853 -1.861 0.541
H -2.608 -0.725 -0.646
H -0.565 0.027 -1.770
H 1.250 0.999 1.861
H -0.687 0.144 3.139
*
```

Output
HOMO energy (alpha / beta) = -12.5 / -17.5 eV
gap between HOMO and LUMO (alpha / beta) = 3.9 / 5.2 eV
energy relative to the best compared isomer or geometry (same formula, charge and spin) = 133.1 kJ/mol
total energy = -29341.961 eV

---

No. 2
ORCA calculation (wB97M-V/def2-TZVPD) on a molecular structure, C43H52BrClN10O7Si3Ti.

Geometry as ORCA input:
```
! RIJCOSX wB97M-V def2-TZVPD def2/J DEFGRID3
* xyz 1 2
Ti 0.500 -0.227 -0.443
C 2.122 0.544 3.070
O 0.851 0.705 2.442
C -0.064 1.428 3.181
C 0.244 2.050 4.380
C -0.752 2.709 5.091
Br -0.306 3.523 6.737
C -2.043 2.774 4.624
C -2.354 2.174 3.403
C -1.375 1.488 2.699
O -1.669 0.806 1.544
C -3.740 2.237 2.919
N -4.782 2.221 3.695
C -5.879 2.296 2.849
C -7.239 2.324 3.154
C -8.129 2.419 2.102
C -7.689 2.477 0.771
C -6.345 2.445 0.451
C -5.455 2.358 1.514
N -4.073 2.284 1.575
H 2.602 1.508 3.237
H 2.731 -0.037 2.392
H 2.016 0.018 4.023
H 1.240 2.019 4.792
H -2.825 3.278 5.173
H -2.624 0.650 1.507
H -7.571 2.279 4.182
H -9.191 2.457 2.303
H -8.419 2.549 -0.025
H -6.003 2.493 -0.577
H -3.457 2.603 0.842
O -2.875 4.591 -1.859
C -3.509 3.648 -2.545
O -4.194 3.907 -3.495
C -3.355 2.238 -2.072
C -4.162 1.185 -2.468
Cl -5.536 1.182 -3.448
N -3.693 0.064 -1.870
N -2.617 0.322 -1.115
C -2.394 1.616 -1.239
C -1.187 2.196 -0.574
O -1.216 3.316 -0.114
O -0.120 1.426 -0.577
C -4.181 -1.278 -1.937
C -4.382 -1.968 -0.751
C -4.816 -3.283 -0.799
C -5.038 -3.900 -2.023
C -4.825 -3.200 -3.203
C -4.394 -1.883 -3.166
H -2.339 4.248 -1.117
H -4.210 -1.472 0.197
H -4.993 -3.822 0.123
H -5.384 -4.925 -2.055
H -4.991 -3.683 -4.156
H -4.216 -1.331 -4.080
N -0.483 0.457 -3.549
C -0.541 -0.846 -3.256
N -0.913 -1.690 -4.199
C -0.954 -2.972 -3.830
N -1.123 -3.886 -4.783
N -0.883 -3.402 -2.556
C -0.611 -2.485 -1.669
N -0.264 -1.210 -1.969
C -0.780 -2.779 -0.247
C -1.278 -3.999 0.188
C -1.598 -4.157 1.520
C -1.396 -3.086 2.380
C -0.861 -1.917 1.876
N -0.556 -1.742 0.587
H -0.579 0.703 -4.519
H 0.047 1.072 -2.949
H -1.163 -3.601 -5.746
H -1.155 -4.856 -4.526
H -1.427 -4.779 -0.545
H -2.005 -5.089 1.890
H -1.642 -3.157 3.430
H -0.656 -1.090 2.535
C 2.225 -2.445 1.434
O 2.075 -1.357 0.516
Si 3.411 -0.896 -0.488
C 4.085 -2.548 -1.093
C 4.770 -0.202 0.611
C 2.388 0.195 -1.579
Si 2.973 -0.267 -3.330
C 4.874 -0.240 -3.401
C 2.567 0.815 -4.826
C 2.414 -2.024 -3.801
Si 2.678 2.077 -1.349
C 2.477 2.754 0.405
C 1.589 3.154 -2.467
C 4.452 2.564 -1.784
H 1.964 -3.388 0.948
H 1.585 -2.295 2.298
H 3.257 -2.508 1.781
H 4.723 -2.999 -0.329
H 4.692 -2.422 -1.990
H 3.294 -3.262 -1.334
H 4.915 -0.805 1.511
H 4.595 0.831 0.914
H 5.715 -0.223 0.060
H 5.222 0.719 -3.788
H 5.241 -1.012 -4.085
H 5.366 -0.390 -2.437
H 2.916 1.842 -4.699
H 1.523 0.840 -5.133
H 3.135 0.388 -5.659
H 3.278 -2.652 -4.029
H 1.789 -2.002 -4.698
H 1.850 -2.526 -3.012
H 1.566 2.430 0.898
H 2.434 3.845 0.342
H 3.333 2.504 1.035
H 0.614 3.376 -2.030
H 1.440 2.749 -3.471
H 2.094 4.116 -2.591
H 5.192 1.850 -1.412
H 4.684 3.540 -1.348
H 4.597 2.649 -2.865
*
```

Output
HOMO energy (alpha / beta) = -10.4 / -10.4 eV
gap between HOMO and LUMO (alpha / beta) = 6.6 / 6.5 eV
energy relative to the best compared isomer or geometry (same formula, charge and spin) = 0.0 kJ/mol
total energy = -203986.111 eV